1.
Density functional theory data (the ωB97M-V functional and the def2-TZVPD basis) for a cluster of 2 separate species, C2H4P2 in total.

- ΔE to the lowest compared entry with this formula, charge and spin: 2.780 eV
- Lowest unoccupied orbital energy: -1.029 eV
- Strongest force on any atom: 6.1 eV/A
- Net charge: 0
- HOMO energy: -0.3395 Ha

Geometry as XYZ:
```
8
C2H4P2 | the Open Molecules 2025 dataset | the ωB97M-V functional and the def2-TZVPD basis
C -1.374 -0.364 0.341
C -0.459 0.423 -0.121
P 2.065 -0.811 -0.015
P 1.133 0.978 0.089
H -2.367 -0.214 -0.176
H -1.155 -1.216 1.010
H -1.249 1.334 -1.216
H 3.405 -0.131 0.088
```

These are the Mulliken partial charges, in e, on atoms 1 to 2: C -0.29; C -0.23


2.
Density functional theory data (the ωB97M-V functional and the def2-TZVPD basis) for a cluster of 2 separate species, C24H20F3 in total.

- ΔE to the lowest compared entry with this formula, charge and spin: 0.699 eV
- Lowest unoccupied orbital energy: -5.895 eV
- Strongest force on any atom: 3.8 eV/A
- Net charge: +1
- HOMO energy: -0.4438 Ha

Geometry as XYZ:
```
47
C24H20F3 | the Open Molecules 2025 dataset | the ωB97M-V functional and the def2-TZVPD basis
F -1.326 -5.035 -3.383
C -1.565 -4.945 -2.036
F -2.661 -5.726 -1.784
F -0.501 -5.550 -1.398
C -1.750 -3.519 -1.580
C -2.641 -3.246 -0.545
C -2.702 -1.950 -0.042
C -1.839 -0.945 -0.514
C -1.642 0.286 0.345
C -1.634 1.615 -0.373
C -2.274 2.660 0.300
C -1.966 3.989 0.023
C -1.031 4.282 -0.975
C -0.467 3.253 -1.726
C -0.791 1.924 -1.438
C -1.091 -1.223 -1.654
C -1.004 -2.511 -2.170
H -3.219 -4.048 -0.078
H -3.382 -1.749 0.771
H -2.467 0.287 1.036
H -2.951 2.405 1.102
H -2.391 4.766 0.658
H -0.726 5.305 -1.138
H 0.306 3.473 -2.473
H -0.269 1.173 -2.014
H -0.466 -0.485 -2.139
H -0.283 -2.739 -2.972
C 3.906 -0.889 -0.241
C 3.915 0.309 0.466
C 2.812 0.720 1.207
C 1.641 -0.038 1.224
C 1.651 -1.294 0.558
C 2.764 -1.709 -0.181
C 0.483 0.336 2.019
C 0.506 1.587 2.710
C 1.622 2.332 2.748
C 2.877 2.012 1.988
H 3.758 2.018 2.674
H 4.776 -1.184 -0.814
H 4.788 0.964 0.418
H 0.776 -1.942 0.596
H 2.730 -2.646 -0.740
H -0.786 0.250 1.009
H 0.082 -0.507 2.620
H -0.365 1.814 3.302
H 1.700 3.244 3.315
H 3.098 2.875 1.318
```

These are the Mulliken partial charges, in e, on atoms 1 to 2: F -0.26; C 0.86


3.
Density functional theory data (the ωB97M-V functional and the def2-TZVPD basis) for a structure of composition C4H8AsCsF6O2S.

- ΔE to the lowest compared entry with this formula, charge and spin: 1.838 eV
- Lowest unoccupied orbital energy: -0.621 eV
- Strongest force on any atom: 3.3 eV/A
- Net charge: 0
- HOMO energy: -0.4054 Ha

Geometry as XYZ:
```
23
C4H8AsCsF6O2S | the Open Molecules 2025 dataset | the ωB97M-V functional and the def2-TZVPD basis
Cs 9.017 -13.332 15.753
As 12.640 -12.009 14.392
F 11.037 -11.332 14.006
F 12.865 -10.840 15.744
F 14.225 -12.703 14.831
F 12.529 -13.277 13.114
F 13.350 -10.876 13.219
F 11.820 -13.222 15.479
C 8.239 -16.101 9.740
C 8.726 -17.227 10.695
C 9.012 -16.651 12.086
S 7.676 -15.458 12.324
O 8.096 -14.458 13.311
O 6.436 -16.242 12.392
C 7.708 -14.841 10.520
H 7.543 -16.512 9.009
H 9.151 -15.943 9.165
H 9.490 -17.852 10.232
H 7.839 -17.849 10.820
H 9.788 -15.896 11.962
H 9.237 -17.261 12.960
H 8.665 -14.319 10.515
H 6.774 -14.348 10.252
```

These are the Mulliken partial charges, in e, on atoms 1 to 2: Cs 1.08; As 1.98